Entry 1:
{
  "formula": "C4H5NO2",
  "method": "wB97M-V/def2-TZVPD",
  "elements": ["O", "C", "C", "C", "N", "C", "O", "H", "H", "H", "H", "H"],
  "coordinates": [[1.2950, -0.6084, 1.2727], [1.0290, -1.0087, 0.1654], [0.4183, -0.0203, -0.8232], [-1.0647, -0.1919, -0.4460], [-1.1042, 0.4289, 0.8885], [-0.0874, 1.1846, 0.8860], [0.6882, 1.2498, -0.2528], [0.9992, -2.0880, -0.0378], [0.7267, -0.0676, -1.8755], [-1.6991, 0.5265, -0.9471], [-1.4467, -1.2199, -0.5243], [0.2459, 1.8150, 1.6942]],
  "forces_ev_per_a": [[0.9, -1.0, -0.4], [0.3, -0.1, 0.6], [-0.1, -0.1, 0.2], [-0.5, 0.3, -0.1], [0.5, 0.2, 0.3], [-0.7, 0.6, 0.1], [0.0, 0.0, 0.3], [0.1, -0.1, -0.3], [-0.2, -0.1, 0.4], [-0.2, -0.4, -1.3], [0.1, 0.4, 0.3], [-0.1, 0.2, 0.0]],
  "e_above_lowest_kcal_mol": 50.0,
  "smiles": "O=C[C@H]1CN=CO1",
  "e_homo_ev": -9.395,
  "e_tot_ha": -360.58970,
  "e_lumo_ev": 0.805
}

---

Entry 2:
{
  "formula": "C35H90N5O30P5",
  "method": "wB97M-V/def2-TZVPD",
  "elements": ["C", "C", "O", "P", "O", "O", "C", "C", "O", "C", "C", "H", "H", "H", "H", "H", "H", "H", "H", "H", "H", "H", "H", "H", "H", "H", "C", "C", "O", "P", "O", "O", "C", "C", "O", "C", "C", "H", "H", "H", "H", "H", "H", "H", "H", "H", "H", "H", "H", "H", "H", "H", "C", "C", "O", "P", "O", "O", "C", "C", "O", "C", "C", "H", "H", "H", "H", "H", "H", "H", "H", "H", "H", "H", "H", "H", "H", "H", "C", "C", "O", "P", "O", "O", "C", "C", "O", "C", "C", "H", "H", "H", "H", "H", "H", "H", "H", "H", "H", "H", "H", "H", "H", "H", "C", "C", "O", "P", "O", "O", "C", "C", "O", "C", "C", "H", "H", "H", "H", "H", "H", "H", "H", "H", "H", "H", "H", "H", "H", "H", "C", "N", "O", "O", "H", "H", "H", "C", "N", "O", "O", "H", "H", "H", "C", "N", "O", "O", "H", "H", "H", "C", "N", "O", "O", "H", "H", "H", "C", "N", "O", "O", "H", "H", "H"],
  "coordinates": [[-5.1000, 17.9636, -25.2205], [-4.9731, 16.8462, -24.1588], [-5.6503, 17.2772, -22.9755], [-4.8719, 17.2232, -21.5591], [-5.7597, 17.6649, -20.4565], [-3.5381, 18.0973, -21.8423], [-2.9176, 18.9348, -20.9014], [-1.5513, 18.3168, -20.5629], [-4.3877, 15.6745, -21.4415], [-5.3036, 14.6585, -20.9634], [-5.9869, 14.0162, -22.1378], [-6.1306, 18.2539, -25.4245], [-4.7142, 18.9170, -24.8595], [-4.6111, 17.6814, -26.1530], [-5.4691, 15.9590, -24.5524], [-3.9019, 16.7214, -24.0007], [-2.8941, 19.9095, -21.3886], [-3.6063, 19.0493, -20.0643], [-0.9445, 18.2473, -21.4657], [-1.0677, 18.8702, -19.7579], [-1.7425, 17.2870, -20.2614], [-4.7191, 13.9218, -20.4121], [-5.9309, 15.1302, -20.2070], [-6.5951, 13.1752, -21.8045], [-6.6412, 14.6679, -22.7168], [-5.2549, 13.6898, -22.8767], [-3.2648, 23.0545, -30.7283], [-2.4994, 23.7004, -29.5883], [-2.6567, 22.9517, -28.4146], [-3.3554, 23.6195, -27.0641], [-4.7861, 23.9372, -27.1411], [-3.0742, 22.5336, -25.9184], [-3.7609, 22.7194, -24.7145], [-2.7515, 22.5808, -23.5145], [-2.4693, 24.9451, -26.6581], [-3.1165, 26.2300, -26.4222], [-2.4068, 26.8359, -25.1627], [-2.8136, 22.1000, -30.9992], [-4.3028, 22.8340, -30.4793], [-3.2327, 23.6992, -31.6066], [-1.4601, 23.9379, -29.8150], [-2.8818, 24.7134, -29.4626], [-4.3845, 23.6044, -24.5882], [-4.3857, 21.8435, -24.5398], [-2.1475, 21.6849, -23.6579], [-2.0076, 23.3692, -23.3990], [-3.2748, 22.4569, -22.5664], [-3.0773, 26.8198, -27.3380], [-4.1729, 26.1107, -26.1813], [-1.3560, 26.9623, -25.4234], [-2.8095, 27.7945, -24.8356], [-2.5744, 26.1754, -24.3120], [-6.0321, 20.6209, -27.9691], [-5.8384, 19.6732, -29.1742], [-4.4895, 20.0075, -29.6062], [-3.3401, 18.8172, -29.8411], [-3.8087, 17.5425, -30.5192], [-2.2215, 19.5916, -30.7915], [-0.9275, 19.1423, -30.9991], [-0.7989, 18.8261, -32.4815], [-2.6286, 18.6363, -28.3860], [-1.8009, 19.6551, -27.9050], [-2.0740, 19.8322, -26.4489], [-6.0938, 21.6487, -28.3268], [-6.9743, 20.3868, -27.4737], [-5.2894, 20.5461, -27.1748], [-5.9170, 18.6247, -28.8872], [-6.5077, 19.7971, -30.0256], [-0.1816, 19.8490, -30.6351], [-0.7351, 18.2603, -30.3883], [-1.3524, 17.9158, -32.7119], [-1.1133, 19.6648, -33.1028], [0.2585, 18.6268, -32.6554], [-0.7348, 19.4925, -28.0638], [-2.0808, 20.5809, -28.4074], [-1.7063, 19.0193, -25.8227], [-1.5156, 20.6845, -26.0618], [-3.1166, 20.0530, -26.2200], [-10.9059, 27.2654, -17.4904], [-10.3479, 25.8116, -17.3875], [-8.9412, 25.8561, -17.3675], [-8.1159, 24.7861, -18.2560], [-8.5303, 23.3695, -18.1389], [-8.2866, 25.3706, -19.7306], [-8.0154, 24.6584, -20.9582], [-6.5688, 24.1953, -21.0903], [-6.6040, 25.1734, -17.9447], [-6.1024, 26.5062, -18.0226], [-4.6689, 26.4639, -17.6563], [-10.4304, 27.7928, -18.3174], [-11.9914, 27.3245, -17.5699], [-10.7940, 27.8020, -16.5483], [-10.6483, 25.3668, -16.4389], [-10.7628, 25.1787, -18.1720], [-8.7542, 23.8580, -20.9168], [-8.3598, 25.3109, -21.7605], [-5.8493, 25.0137, -21.0667], [-6.4458, 23.5136, -20.2487], [-6.4920, 23.6712, -22.0430], [-6.1963, 26.9813, -18.9991], [-6.6076, 27.0773, -17.2436], [-4.3663, 27.5074, -17.5686], [-4.4184, 25.9689, -16.7181], [-4.0022, 25.9824, -18.3717], [-9.5317, 16.0498, -24.4799], [-9.0542, 15.7446, -25.9054], [-7.7937, 15.0429, -25.8484], [-7.2852, 13.9363, -26.9579], [-5.9093, 13.4214, -26.8527], [-7.6153, 14.6148, -28.4270], [-6.7800, 15.7293, -28.8719], [-7.4036, 16.0243, -30.2299], [-8.4284, 12.7506, -26.9572], [-8.1742, 11.6426, -26.1155], [-8.7303, 11.8922, -24.7262], [-8.9876, 16.8904, -24.0495], [-10.5856, 16.3224, -24.5356], [-9.2761, 15.2010, -23.8456], [-9.8541, 15.2460, -26.4528], [-9.0553, 16.6706, -26.4804], [-6.8565, 16.5875, -28.2042], [-5.7232, 15.4819, -28.9718], [-6.8666, 16.8555, -30.6867], [-7.3540, 15.2368, -30.9818], [-8.4846, 16.1625, -30.2062], [-8.7906, 10.9095, -26.6359], [-7.1303, 11.3299, -26.0926], [-8.6496, 10.9773, -24.1392], [-8.2916, 12.7626, -24.2384], [-9.8082, 12.0313, -24.6430], [-12.4225, 20.6755, -23.8548], [-11.7074, 19.4251, -24.2195], [-12.4246, 18.4025, -24.1790], [-10.5772, 19.4303, -24.6130], [-11.8744, 20.9531, -22.9545], [-13.4883, 20.6051, -23.6374], [-12.1936, 21.3935, -24.6423], [-6.7337, 20.6938, -19.8406], [-5.4625, 21.1096, -20.4395], [-5.3453, 20.8513, -21.6388], [-4.6861, 21.7313, -19.7589], [-7.2583, 21.5842, -19.4941], [-6.4249, 20.0183, -19.0429], [-7.5053, 20.2470, -20.4675], [-7.7394, 24.2628, -26.6995], [-8.7822, 23.3562, -27.1173], [-9.3292, 23.5493, -28.1936], [-9.0748, 22.3725, -26.4637], [-7.0218, 23.6792, -26.1229], [-8.0871, 25.1108, -26.1095], [-7.3092, 24.5493, -27.6592], [-7.6370, 20.2350, -23.9093], [-8.3283, 21.3439, -23.3003], [-9.2345, 21.0716, -22.4779], [-8.0098, 22.5176, -23.6050], [-8.1575, 19.9740, -24.8308], [-7.5323, 19.3697, -23.2549], [-6.6389, 20.6114, -24.1334], [-10.6760, 21.4849, -19.1595], [-11.9010, 21.6082, -20.0471], [-12.5317, 20.6193, -20.3016], [-12.1612, 22.7037, -20.5388], [-10.8362, 20.4931, -18.7365], [-10.6127, 22.2283, -18.3649], [-9.7438, 21.5750, -19.7171]],
  "forces_ev_per_a": [[-0.4, 0.2, 0.5], [-0.1, 1.3, -1.5], [0.7, 0.0, 1.3], [-0.6, -0.3, -0.2], [0.9, -0.1, -0.7], [-2.0, -2.2, -1.0], [0.4, 0.4, 0.5], [-1.0, 0.2, -0.1], [0.5, 1.6, 0.0], [0.1, 0.4, 0.2], [-0.4, -0.1, -0.4], [-0.3, -0.6, -0.2], [0.7, -0.2, 0.2], [0.1, 0.0, 0.0], [0.2, -0.2, 0.3], [-0.1, -0.5, 0.3], [0.5, 0.1, 0.1], [0.4, -0.1, 0.4], [0.1, 0.3, 0.1], [0.2, -0.1, -0.2], [0.1, 0.0, 0.3], [0.3, 0.1, -0.2], [-0.5, -0.1, -0.3], [0.1, -0.1, 0.0], [-0.1, 0.4, 0.4], [0.2, -0.3, 0.2], [0.5, -0.4, -0.2], [-0.8, 1.6, -1.1], [-0.5, 0.1, 3.7], [0.9, 0.4, -0.6], [0.0, 0.1, -0.5], [0.7, 1.1, -2.2], [0.7, -1.1, 3.4], [0.0, 0.1, -0.6], [-0.9, -1.3, -0.7], [0.0, 0.2, 1.4], [-0.4, -0.2, -1.3], [0.0, 0.0, 0.0], [0.0, 0.3, 0.2], [0.0, 0.1, 0.0], [0.3, -0.9, 0.1], [-0.5, 0.1, 0.3], [0.2, 0.2, -0.6], [-0.5, 0.0, -0.5], [-0.2, -0.2, -0.1], [-0.3, 0.4, -0.2], [-0.2, 0.1, -0.1], [0.4, 0.1, 0.1], [0.0, -0.4, -0.2], [0.1, -0.1, 0.5], [-0.1, 0.1, -0.5], [0.4, -0.2, -0.2], [-1.3, -0.4, -0.6], [1.0, 0.3, 1.2], [2.3, -2.0, -1.1], [-0.5, -0.5, -1.8], [0.7, 2.6, 2.1], [-3.3, 0.8, 2.1], [0.8, -1.2, -0.3], [0.8, -0.2, 0.6], [-1.1, -1.5, -2.2], [-0.1, 1.7, 0.6], [0.6, 0.3, 1.3], [0.2, 0.0, 0.1], [-0.3, 0.1, -0.1], [0.4, -0.2, -0.4], [0.2, -0.1, 0.1], [-0.1, 0.4, 0.2], [-0.2, 0.6, -0.2], [0.0, -0.4, -0.1], [-0.2, 0.2, -0.1], [-0.1, -0.1, 0.1], [0.1, 0.0, -0.3], [0.0, -0.5, -0.3], [0.2, 0.2, 0.0], [-0.3, -0.5, -0.2], [0.1, 0.2, -0.3], [0.0, -0.3, -0.2], [0.1, -0.7, 0.5], [-1.7, 1.0, 0.6], [1.7, -0.9, -1.0], [-0.2, 0.9, -0.8], [0.7, 0.9, 0.2], [-0.1, 0.7, 0.4], [-0.7, 0.0, 0.2], [-1.2, -0.1, 0.2], [-0.9, -1.2, 0.1], [0.0, 0.0, 0.9], [1.6, 0.2, 0.2], [-0.1, 0.0, 0.1], [-0.1, -0.6, -0.6], [0.8, 0.1, 0.0], [-0.2, 0.0, 0.0], [0.3, 0.0, -0.3], [0.4, -0.6, -0.5], [0.3, 0.2, 0.1], [-0.1, 0.0, 0.2], [0.7, 0.0, -0.2], [0.2, -0.1, 0.1], [-0.5, -0.3, -0.1], [-0.3, 0.3, -0.3], [0.3, 0.1, 0.0], [-0.5, 0.1, 0.2], [-0.3, 0.0, -0.4], [0.9, 0.0, -0.6], [-1.1, 0.4, 0.3], [0.8, -0.8, -1.2], [-1.7, 0.2, -1.7], [-0.7, 0.8, 0.8], [0.7, -0.6, 2.5], [-1.1, -0.6, -1.2], [0.3, 0.4, -0.7], [1.8, 2.8, -0.5], [-1.5, -0.6, 0.2], [-0.4, -0.5, 0.5], [0.0, 0.1, -0.1], [0.0, -0.2, 0.4], [-0.6, -0.2, 0.0], [0.3, -1.1, 0.2], [1.1, 0.3, 0.0], [-0.3, 0.0, 0.2], [-0.1, -0.4, 0.1], [-0.3, 0.3, 0.0], [0.7, -0.5, 0.4], [0.1, 0.7, 0.5], [0.3, -0.6, 0.4], [0.0, 0.2, -0.1], [0.7, 0.1, 0.3], [0.4, -0.2, 0.1], [-0.2, 0.4, -0.8], [1.4, 0.9, 0.5], [-3.4, -2.3, -0.7], [1.3, 1.1, 0.2], [0.7, 0.5, 0.1], [-0.2, 0.5, 0.1], [0.4, -0.7, -0.3], [-0.1, 0.0, 0.1], [-1.0, -0.1, 1.2], [-1.2, 0.0, -1.9], [0.7, 0.3, 0.6], [0.4, -0.2, -0.1], [0.6, 0.2, 0.7], [-0.5, 0.2, 0.1], [1.0, -0.4, -0.7], [1.4, 0.1, -0.1], [-2.2, -1.6, -1.0], [0.4, 0.8, 0.1], [0.5, 0.1, 0.9], [-0.1, 0.2, -0.1], [-0.4, -0.2, -0.2], [0.2, 0.4, 0.5], [1.4, -0.5, -0.8], [-1.8, 2.3, 1.7], [1.7, 0.7, -1.4], [-0.6, -2.6, 0.6], [-0.1, 0.1, 0.1], [-0.4, 0.3, 0.2], [-0.1, -0.1, -0.2], [-0.6, -0.8, 0.5], [0.8, 1.9, -0.7], [-0.2, -1.0, 0.2], [0.4, -0.3, 0.6], [0.5, 0.1, 0.0], [-0.5, 0.2, -0.4], [-0.4, -0.1, -0.4]],
  "e_above_lowest_kcal_mol": 15.8,
  "smiles": "CCOP(=O)(OCC)OCC.CCOP(=O)(OCC)OCC.CCOP(=O)(OCC)OCC.CCOP(=O)(OCC)OCC.CCOP(=O)(OCC)OCC.C[N+](=O)[O-].C[N+](=O)[O-].C[N+](=O)[O-].C[N+](=O)[O-].C[N+](=O)[O-]",
  "e_homo_ev": -10.456,
  "e_tot_ha": -5625.32172,
  "e_lumo_ev": -0.179
}

---

Question: What is the formula in the first record?
Answer: C4H5NO2